Entry from the Open Molecules 2025 dataset: C69H62N2OP4PdS2 as an isolated structure (ωB97M-V/def2-TZVPD).

Geometry as XYZ:
```
141
Properties=species:S:1:pos:R:3:mulliken_spin:R:1
Pd -0.489 -0.101 0.505 0.80
O -1.754 -2.429 3.323 0.02
C -1.491 -2.059 4.599 0.00
C -2.012 -2.552 5.795 0.00
C -1.532 -2.059 6.996 0.00
C -0.578 -1.049 7.027 0.00
C -0.124 -0.489 5.842 0.01
C -0.571 -0.993 4.633 0.07
P -0.156 -0.137 3.061 0.02
C -1.480 1.118 3.245 0.06
C -1.370 2.327 3.926 0.01
C -2.489 3.133 4.064 0.03
C -3.717 2.730 3.567 -0.02
C -3.841 1.504 2.934 -0.04
C -2.725 0.706 2.765 0.13
C 1.520 0.419 3.469 0.06
C 2.002 1.725 3.441 0.01
C 3.313 1.975 3.820 0.00
C 4.148 0.934 4.194 0.02
C 3.680 -0.376 4.186 -0.01
C 2.377 -0.633 3.812 0.02
C -2.517 -3.442 2.844 -0.02
C -3.041 -4.543 3.522 0.00
C -3.867 -5.428 2.852 0.00
C -4.154 -5.255 1.503 0.00
C -3.557 -4.220 0.802 0.01
C -2.746 -3.313 1.463 0.08
P -1.864 -2.065 0.460 0.17
C -3.172 -1.596 -0.695 0.06
C -2.903 -1.297 -2.024 -0.02
C -3.899 -0.830 -2.856 0.01
C -5.180 -0.639 -2.357 0.03
C -5.453 -0.907 -1.023 -0.01
C -4.456 -1.371 -0.188 0.04
C -0.585 -3.201 -0.191 0.06
C 0.567 -3.271 0.601 0.01
C 1.516 -4.248 0.358 -0.01
C 1.330 -5.147 -0.683 0.00
C 0.205 -5.056 -1.489 0.00
C -0.760 -4.092 -1.244 0.00
H -2.804 -3.279 5.818 0.00
H -1.919 -2.454 7.922 0.00
H -0.214 -0.672 7.970 0.00
H 0.568 0.339 5.860 0.00
H -0.432 2.630 4.365 0.00
H -2.406 4.071 4.590 0.00
H -4.583 3.359 3.703 0.00
H -4.804 1.165 2.582 0.00
H -2.823 -0.257 2.266 0.01
H 1.357 2.541 3.149 0.00
H 3.686 2.990 3.829 0.00
H 5.167 1.136 4.488 0.00
H 4.330 -1.192 4.466 0.00
H 2.018 -1.654 3.787 0.00
H -2.782 -4.751 4.544 0.00
H -4.282 -6.270 3.383 0.00
H -4.813 -5.938 0.992 0.00
H -3.723 -4.105 -0.259 0.00
H -1.895 -1.451 -2.384 0.01
H -3.690 -0.612 -3.893 0.00
H -5.960 -0.273 -3.007 0.00
H -6.448 -0.746 -0.634 0.00
H -4.664 -1.571 0.855 0.00
H 0.699 -2.571 1.428 -0.03
H 2.390 -4.327 0.988 0.00
H 2.056 -5.927 -0.855 0.00
H 0.062 -5.760 -2.294 0.00
H -1.650 -4.047 -1.853 0.00
C 6.083 -1.746 -5.700 -0.03
S 4.466 -2.416 -5.317 0.94
C 4.012 -1.543 -3.769 -0.09
C 2.660 -2.096 -3.336 0.09
C 2.123 -1.661 -1.968 0.00
N 1.744 -0.237 -1.766 0.04
P 0.108 0.127 -2.233 0.02
C 0.157 -0.325 -4.028 0.03
C 1.018 0.443 -4.819 0.01
C 1.112 0.207 -6.177 0.00
C 0.337 -0.772 -6.779 0.00
C -0.510 -1.540 -6.001 0.00
C -0.592 -1.327 -4.631 0.00
C 0.030 1.936 -2.492 -0.04
C -1.234 2.437 -2.796 0.13
C -1.391 3.762 -3.162 0.03
C -0.289 4.602 -3.209 0.00
C 0.971 4.102 -2.927 0.01
C 1.138 2.773 -2.579 0.00
P 2.016 0.164 -0.065 0.06
C 3.823 -0.051 -0.104 0.12
C 4.469 0.485 -1.219 0.03
C 5.846 0.435 -1.309 0.00
C 6.586 -0.161 -0.298 0.00
C 5.944 -0.700 0.805 0.00
C 4.561 -0.648 0.905 0.01
C 1.885 1.984 0.160 0.06
C 0.641 2.479 0.556 0.08
C 0.482 3.810 0.885 0.01
C 1.554 4.683 0.770 0.01
C 2.793 4.205 0.380 0.00
C 2.974 2.856 0.124 0.01
H 6.413 -2.235 -6.614 0.00
H 6.779 -1.964 -4.893 0.04
H 6.015 -0.672 -5.861 0.04
H 3.962 -0.478 -3.986 0.01
H 4.795 -1.721 -3.031 0.04
H 2.749 -3.183 -3.268 0.00
H 1.936 -1.878 -4.117 -0.03
H 2.882 -1.907 -1.217 0.02
H 1.256 -2.300 -1.774 -0.02
H 1.611 1.231 -4.381 0.00
H 1.783 0.810 -6.770 0.00
H 0.387 -0.927 -7.845 0.00
H -1.113 -2.310 -6.455 0.00
H -1.248 -1.970 -4.066 0.00
H -2.097 1.784 -2.750 -0.09
H -2.368 4.141 -3.422 0.00
H -0.413 5.640 -3.474 0.00
H 1.832 4.746 -2.996 0.00
H 2.128 2.386 -2.392 0.00
H 3.890 0.945 -2.006 0.00
H 6.346 0.872 -2.160 0.00
H 7.661 -0.211 -0.378 0.00
H 6.524 -1.164 1.587 0.00
H 4.061 -1.065 1.764 0.00
H -0.225 1.791 0.616 -0.03
H -0.466 4.161 1.266 0.00
H 1.423 5.725 1.010 0.00
H 3.629 4.881 0.289 0.00
H 3.962 2.496 -0.114 0.00
S -3.003 1.533 -0.223 0.59
C -3.617 3.123 -0.086 0.06
N -4.949 3.274 0.131 0.05
C -5.543 4.470 0.305 0.03
C -4.800 5.622 0.285 0.08
C -3.427 5.522 0.030 -0.05
C -2.847 4.292 -0.181 0.05
H -5.523 2.437 0.149 -0.01
H -6.613 4.478 0.462 0.00
H -5.269 6.581 0.438 0.00
H -2.826 6.419 -0.002 0.00
H -1.804 4.205 -0.434 0.06
```

The spin multiplicity is 5. Its orbital gap (spin up / spin down) is 6.6793 / 3.4392 eV. For the total energy, the calculation gives -139855.3242 eV. Its net charge is +4.



Entry from the Open Molecules 2025 dataset: C69H64Br2F3I2O8PSi as an isolated structure (ωB97M-V/def2-TZVPD).

Geometry as XYZ:
```
150
Properties=species:S:1:pos:R:3:lowdin_charge:R:1
C 1.267 -5.008 4.442 0.00
C 2.239 -3.824 4.926 -0.40
O 2.983 -3.981 5.938 0.04
O 2.369 -2.562 4.243 -0.12
C 1.534 -1.552 4.932 -0.13
C -0.011 -1.931 4.582 -0.15
C -0.920 -0.589 4.314 -0.21
C -2.222 -1.033 3.552 -0.21
C -2.994 -0.172 2.479 -0.33
P -2.442 1.023 1.247 0.83
C -0.927 0.231 0.321 -0.31
C 0.101 -0.704 1.073 -0.30
C 1.485 -0.230 1.647 -0.11
F 0.617 -1.594 -0.024 -0.13
C -1.218 2.090 2.232 -0.62
Br 0.517 2.842 1.475 0.73
C -1.389 2.600 3.568 -0.69
C -2.619 2.329 4.481 -0.16
Br -0.014 3.774 4.469 0.60
C -3.488 0.442 -0.286 -0.68
I -2.711 0.447 -2.397 0.96
C -4.851 0.031 -0.331 -0.78
C -5.602 -0.462 -1.690 -0.27
I -6.198 0.067 1.333 1.03
C -3.236 2.759 0.820 -0.42
F -3.782 2.888 -0.494 -0.08
F -2.319 3.877 0.870 -0.06
C -4.410 3.229 1.794 -0.20
C -5.649 3.920 0.971 -0.23
Si -7.015 4.378 2.282 0.55
C -8.220 5.735 1.668 -0.21
C -6.236 4.999 3.938 -0.21
C -8.099 2.854 2.761 -0.26
C -9.139 2.184 1.782 -0.11
C -9.959 0.914 2.206 -0.08
C -9.776 0.239 3.617 -0.07
C -8.772 0.921 4.598 -0.08
C -7.950 2.185 4.183 -0.09
H 1.574 -5.987 4.935 0.10
H 0.216 -4.730 4.843 0.09
H 1.193 -5.105 3.306 0.10
H 1.777 -1.634 6.045 0.13
H 1.839 -0.523 4.550 0.12
H -0.434 -2.406 5.537 0.12
H 0.023 -2.629 3.683 0.10
H -1.124 -0.222 5.394 0.12
H -0.210 0.152 3.846 0.07
H -1.968 -2.068 3.085 0.11
H -2.980 -1.340 4.379 0.14
H -3.881 0.285 3.074 0.04
H -3.528 -1.001 1.856 0.08
H -1.492 -0.657 -0.184 0.05
H -0.462 0.922 -0.448 0.06
H -0.337 -1.519 1.763 0.13
H 1.514 0.386 2.595 0.04
H 2.071 0.361 0.841 0.08
H 2.135 -1.169 1.840 0.10
H -2.351 1.527 5.276 0.08
H -3.635 2.079 4.093 0.04
H -2.781 3.278 5.136 0.09
H -6.668 -0.814 -1.493 0.04
H -5.694 0.406 -2.451 0.06
H -5.059 -1.370 -2.159 0.06
H -4.895 2.460 2.462 0.03
H -4.048 4.079 2.494 0.12
H -6.170 3.169 0.270 0.07
H -5.243 4.845 0.442 0.10
H -9.140 5.794 2.371 0.05
H -8.628 5.573 0.611 0.04
H -7.715 6.760 1.725 0.04
H -7.054 5.347 4.659 0.06
H -5.589 4.171 4.389 0.02
H -5.553 5.874 3.662 0.05
H -9.244 2.661 0.746 0.09
H -10.687 0.417 1.480 0.08
H -10.375 -0.700 3.865 0.09
H -8.628 0.434 5.628 0.09
H -7.214 2.598 4.951 0.07
C 5.564 2.656 -6.120 -0.06
C 5.319 3.927 -6.635 -0.06
C 4.818 4.928 -5.811 0.00
C 4.549 4.658 -4.469 -0.09
C 4.772 3.378 -3.959 -0.08
C 5.291 2.380 -4.785 0.00
C 4.444 3.065 -2.549 -0.28
O 4.641 1.948 -2.102 0.10
C 3.864 4.125 -1.695 -0.08
C 3.497 3.829 -0.381 -0.01
C 2.964 4.823 0.433 -0.11
C 2.805 6.117 -0.057 -0.05
C 3.164 6.415 -1.367 0.01
C 3.686 5.416 -2.191 -0.08
C 4.033 5.735 -3.595 -0.28
O 3.890 6.867 -4.026 0.10
H 5.964 1.878 -6.762 0.11
H 5.521 4.138 -7.681 0.11
H 4.634 5.918 -6.217 0.12
H 5.479 1.387 -4.390 0.12
H 3.621 2.823 0.009 0.11
H 2.674 4.589 1.453 0.06
H 2.395 6.893 0.581 0.11
H 3.034 7.424 -1.745 0.12
C -2.139 2.707 -7.339 -0.05
C -2.291 1.875 -6.232 -0.06
C -2.082 0.505 -6.356 -0.01
C -1.731 -0.038 -7.592 -0.08
C -1.602 0.792 -8.705 -0.08
C -1.796 2.168 -8.574 0.00
C -1.279 0.222 -10.033 -0.28
O -1.163 0.947 -11.006 0.10
C -1.107 -1.243 -10.162 -0.08
C -0.858 -1.801 -11.417 0.00
C -0.682 -3.174 -11.546 -0.06
C -0.745 -3.994 -10.422 -0.06
C -0.997 -3.443 -9.170 0.00
C -1.189 -2.067 -9.040 -0.08
C -1.492 -1.494 -7.709 -0.28
O -1.551 -2.212 -6.725 0.10
H -2.294 3.777 -7.240 0.11
H -2.572 2.295 -5.270 0.08
H -2.197 -0.138 -5.487 0.08
H -1.685 2.821 -9.434 0.12
H -0.806 -1.167 -12.297 0.12
H -0.495 -3.607 -12.524 0.11
H -0.600 -5.066 -10.522 0.11
H -1.049 -4.088 -8.299 0.12
C 6.599 -3.093 4.881 -0.04
C 5.441 -3.786 4.531 -0.05
C 5.525 -5.099 4.081 0.02
C 6.769 -5.720 3.968 -0.08
C 7.930 -5.019 4.295 -0.09
C 7.841 -3.707 4.763 0.00
C 9.259 -5.650 4.133 -0.28
O 10.274 -5.039 4.422 0.10
C 9.337 -7.031 3.606 -0.08
C 10.585 -7.619 3.393 0.00
C 10.669 -8.921 2.911 -0.06
C 9.507 -9.644 2.648 -0.06
C 8.262 -9.060 2.853 0.00
C 8.175 -7.749 3.324 -0.08
C 6.845 -7.124 3.505 -0.28
O 5.827 -7.755 3.271 0.10
H 6.532 -2.072 5.241 0.11
H 4.478 -3.303 4.611 0.07
H 4.619 -5.635 3.814 0.12
H 8.740 -3.161 5.033 0.12
H 11.495 -7.063 3.599 0.12
H 11.640 -9.374 2.741 0.11
H 9.572 -10.662 2.278 0.11
H 7.360 -9.626 2.642 0.12
```

Its orbital gap is 7.7693 eV. For the total energy, the calculation gives -270565.6077 eV.



Q: Which max |F| values were calculated for the entries above? A: 1.441, 6.685, in eV Å⁻¹.